Entry 1:
C50H92F2N3O17S2 | the ωB97M-V functional and the def2-TZVPD basis

Each line ends with the Mulliken charge.
Positions of all 166 atoms, in Å:
H  2.30  1.07  -5.47  0.33
H  -8.51  -10.07  10.72  0.38
H  7.11  3.07  0.79  0.38
H  1.61  9.53  -0.91  0.38
O  -7.39  5.80  -7.59  -0.58
H  6.99  8.07  -3.16  0.29
C  7.47  7.11  -2.98  -1.14
C  -3.39  6.50  -7.43  0.67
H  9.55  2.58  1.08  0.24
H  -2.15  -6.32  8.72  0.36
N  2.78  6.59  -2.19  0.45
H  -6.67  -10.85  10.23  0.38
H  1.44  -4.72  4.33  0.36
H  7.05  6.37  -3.65  0.23
C  6.46  2.98  -0.08  -0.46
H  -1.81  -9.33  4.33  0.31
C  -9.43  8.43  -8.75  -0.41
O  6.17  6.09  -1.28  -0.54
H  -0.44  -9.49  5.44  0.25
H  -1.54  -13.71  6.29  0.30
H  3.24  5.03  -0.88  0.07
H  2.87  -0.98  -1.98  0.39
C  -2.21  3.83  -6.03  -0.59
C  2.19  7.94  -2.25  -0.61
C  -0.28  0.74  -4.06  -0.38
H  9.94  7.29  0.07  0.32
H  1.74  -0.27  0.25  0.38
C  3.48  6.98  0.09  0.00
H  2.81  -3.03  -2.91  0.37
H  0.33  -12.62  7.50  0.30
C  -6.89  -9.26  8.75  0.79
H  1.73  -2.91  5.24  0.36
H  -5.32  -5.07  7.00  0.34
H  8.89  9.52  -0.17  0.31
H  3.08  -3.49  -4.61  0.44
H  -7.96  -8.75  12.79  0.37
C  2.03  -0.35  -2.35  -0.95
H  -1.25  -12.74  4.87  0.37
O  -2.01  -11.76  6.55  -0.36
H  2.22  0.61  -1.82  0.34
H  3.78  0.87  -4.55  0.68
C  -2.20  -10.53  6.04  0.64
H  -1.23  -7.76  8.22  0.30
H  4.68  2.71  -3.92  0.47
H  -3.38  5.36  -5.01  0.40
H  0.87  -1.41  4.83  0.26
H  -9.36  -8.55  10.75  0.31
F  0.24  -2.10  -2.11  -0.36
C  -8.37  -8.99  10.69  -0.42
H  -7.42  -7.40  11.78  0.29
O  10.49  2.55  -1.61  -0.57
N  2.00  -0.23  -3.84  1.66
S  3.68  4.87  -4.14  -0.21
O  -3.29  7.42  -8.19  -0.58
C  9.35  9.03  -1.03  -1.02
C  9.37  7.53  -0.83  -0.38
C  2.70  6.00  -0.85  -0.33
C  -2.14  -6.70  6.63  0.91
H  0.90  -13.38  6.00  0.36
C  -8.33  6.56  -7.63  0.84
H  -1.01  -5.12  4.72  0.04
C  9.48  2.27  -1.03  0.73
O  1.13  -3.45  2.69  -0.36
C  2.33  5.72  -3.21  -0.20
H  -9.71  9.18  -6.74  0.27
S  0.77  5.40  -3.58  -0.11
C  2.89  -1.36  -4.35  -0.11
H  2.65  -1.48  4.84  0.34
H  -2.21  3.13  -5.19  0.18
H  1.93  -2.03  -0.09  0.34
H  1.93  3.04  -4.50  0.47
H  -10.43  6.79  -7.07  0.34
H  -9.26  8.85  -9.74  0.32
C  -5.19  -6.05  7.47  -1.10
C  -9.48  6.41  -6.68  -1.09
H  10.37  9.41  -1.14  0.37
C  2.45  2.39  -3.77  -0.68
H  -5.82  -11.09  8.73  0.33
C  3.80  3.16  -3.44  -0.14
O  8.29  2.51  -1.62  -0.42
C  2.68  1.00  -4.43  -1.27
O  -2.35  6.18  -6.63  -0.39
C  -1.26  -10.02  4.97  -0.99
C  0.64  -0.24  -4.46  0.45
H  3.96  3.23  -2.34  -0.12
H  1.23  8.02  -2.81  0.36
H  0.34  -1.43  0.47  0.36
H  1.45  -3.08  -4.05  0.29
O  -1.10  -6.41  6.07  -0.75
H  3.87  -1.17  -3.86  0.71
O  8.04  7.02  -0.59  -0.42
H  -0.87  -10.80  4.32  0.39
C  7.04  2.03  -1.11  -0.16
H  4.49  7.05  -0.38  -0.13
H  -4.84  5.18  -6.45  0.26
O  -3.06  -9.82  6.49  -0.49
H  1.66  5.79  -0.50  0.26
C  0.25  -1.17  -5.48  -0.82
F  3.18  -1.27  -5.70  -0.36
H  -0.69  -3.37  4.75  0.25
C  -6.11  -10.34  9.46  -1.03
H  -1.39  -4.09  3.31  0.30
C  -4.63  5.64  -7.42  -0.56
H  6.36  3.98  -0.51  -0.11
C  -7.52  -8.48  11.83  -0.99
H  -9.24  6.92  -5.74  0.26
H  0.91  -1.96  -5.84  0.49
C  -4.56  -7.02  6.49  0.12
N  -1.53  0.99  -4.48  -0.62
C  -1.06  -0.96  -5.96  -0.77
H  -1.45  -1.60  -6.76  0.42
C  -2.44  5.25  -5.55  -0.14
H  0.67  -5.41  2.92  0.34
C  1.74  -2.03  4.60  -1.14
H  -4.53  4.86  -8.18  0.24
H  -6.51  -8.89  11.80  0.27
C  -1.16  -12.75  5.95  -0.42
H  -2.98  -7.84  8.29  0.17
H  7.13  1.01  -0.74  0.40
H  1.85  2.42  -2.85  0.52
O  -7.83  -8.58  9.42  -0.35
C  0.78  -0.91  -1.62  0.78
C  -9.54  9.56  -7.75  -0.98
O  2.24  -1.58  2.33  -0.55
C  -2.14  -7.18  8.05  -0.98
H  2.90  8.63  -2.76  0.26
C  0.28  -12.59  6.41  -0.96
H  -0.05  -0.17  -1.54  0.29
H  8.53  7.18  -3.21  0.44
H  6.37  1.99  -1.98  -0.05
C  1.86  8.45  -0.79  -0.52
C  9.51  1.74  0.38  -0.91
H  -5.20  -7.12  5.62  0.30
H  -5.48  6.26  -7.65  0.14
C  0.70  -4.52  3.55  -0.54
H  0.06  1.42  -3.26  0.43
H  3.64  6.54  1.10  0.38
H  -5.21  -9.90  9.90  0.20
C  2.51  -2.80  -3.96  -1.29
H  -9.63  5.35  -6.48  0.33
H  5.48  2.64  0.25  0.33
H  0.92  7.96  -0.44  0.28
H  -10.37  10.22  -8.00  0.37
H  -8.62  10.14  -7.72  0.31
H  8.77  9.31  -1.91  0.28
O  -3.30  -6.52  6.00  -0.33
H  -2.82  0.23  -5.89  0.38
O  -6.63  -8.95  7.62  -0.55
C  -0.68  -4.26  4.12  -0.38
C  -1.82  0.10  -5.44  -0.45
H  -2.97  3.52  -6.74  0.36
H  9.85  7.00  -1.65  0.34
O  2.94  8.30  0.10  -0.40
C  7.19  6.68  -1.56  0.86
H  -1.65  5.53  -4.85  -0.20
O  -8.30  7.60  -8.48  -0.37
C  1.22  -1.17  -0.14  -1.61
H  -6.17  -6.42  7.78  0.34
H  -4.44  -8.02  6.90  -0.01
H  -1.24  3.76  -6.54  0.26
H  10.40  1.13  0.50  0.32
H  -10.35  7.84  -8.83  0.37
H  -4.57  -5.91  8.35  0.27
H  8.67  1.10  0.63  0.32
H  0.69  -11.63  6.10  0.27
C  1.75  -2.35  3.13  0.85

Results
E_HOMO, Eh: -0.381
2S+1: 1
Maximum force, eV/A: 3.03
Net charge: +1

=====

Entry 2:
C50H96F12O25 | the ωB97M-V functional and the def2-TZVPD basis

Each line ends with the Mulliken charge.
Positions of all 183 atoms, in Å:
F  -1.58  2.27  -4.88  -0.18
O  1.83  -4.76  3.36  -0.38
H  -1.72  4.55  0.02  -1.11
H  -5.30  0.80  7.07  0.21
H  4.06  -4.97  -5.58  0.39
H  3.43  0.66  -8.02  0.32
H  2.69  -2.96  -5.33  0.39
C  -2.72  -3.87  -3.59  0.89
H  -0.98  3.18  0.89  -0.73
H  -2.64  9.57  0.15  0.39
H  3.46  -3.49  3.23  -0.28
C  -0.63  6.47  -3.34  -0.63
O  3.65  -6.93  3.09  -0.29
H  -2.64  6.89  -4.31  0.35
H  2.94  -0.54  -5.45  0.06
H  0.41  -1.31  -5.50  0.00
H  3.19  -6.92  1.16  0.39
H  -0.13  6.63  -4.31  0.41
H  6.79  -3.91  -5.91  0.39
F  -3.73  -4.70  1.35  -0.23
C  6.00  -7.02  3.17  -0.66
C  -6.15  1.45  6.79  -0.69
F  -5.57  -5.08  2.50  -0.25
H  0.29  0.89  1.72  -0.57
C  -1.71  -1.04  -5.56  -0.05
O  -3.10  7.67  -0.52  -0.32
C  -3.04  7.07  0.72  -0.25
O  2.64  -1.18  -7.36  -0.37
C  -2.78  3.92  -3.63  0.14
C  -1.80  0.36  4.73  0.68
C  0.77  2.46  -2.63  -0.97
H  4.96  -5.03  -7.03  0.39
O  -3.81  5.07  1.94  -0.28
H  -0.80  -1.14  2.04  -1.11
C  -3.76  3.18  5.72  -0.51
H  -6.61  1.06  5.90  0.29
H  4.35  -2.31  -4.78  0.34
H  2.99  0.87  0.10  -0.33
H  -1.27  -6.17  3.19  0.31
C  3.25  -6.20  1.99  -0.72
H  6.88  -4.72  3.80  0.39
C  -1.29  -2.14  1.80  1.25
O  6.31  -5.98  2.27  -0.33
H  -2.05  -1.41  -0.13  0.04
C  -2.12  6.17  -3.64  -0.16
H  2.86  1.15  -3.56  0.08
H  -1.25  8.60  -0.40  0.17
H  7.21  -3.41  -2.50  0.19
O  -1.85  -2.41  -5.16  -0.34
C  1.13  1.03  2.34  0.54
H  0.19  -0.44  6.39  0.53
H  -4.94  6.09  0.49  0.43
H  -4.31  3.47  3.01  -0.82
H  7.84  -4.64  -3.68  0.30
H  -3.30  1.60  -0.85  0.46
H  6.78  -7.75  3.13  0.44
H  -2.40  -1.00  -6.41  0.24
H  0.43  1.53  -3.09  0.13
H  0.78  -0.50  4.72  0.11
H  6.96  -4.06  2.11  0.21
C  1.43  6.25  -0.03  -0.56
O  -3.21  -3.09  4.06  -0.45
F  -3.99  -3.87  -3.98  -0.29
C  1.62  -2.09  -1.62  0.70
C  4.78  -4.41  -6.14  -0.80
C  -2.93  1.33  4.51  0.42
C  4.72  -7.74  2.81  -0.55
C  0.45  0.08  5.54  -0.81
O  0.59  -0.67  -0.08  -0.26
C  -2.33  8.88  -0.60  -0.70
H  -1.91  1.14  0.05  -0.48
H  -2.71  6.16  -2.70  0.04
H  -5.42  4.40  5.51  0.36
C  7.30  -3.67  -3.58  -0.72
O  -0.65  1.05  5.25  -0.49
H  -5.76  4.30  2.29  0.37
C  -3.59  -4.13  3.64  0.39
C  -0.18  5.18  1.29  -1.70
C  3.59  -2.46  -5.60  -0.57
C  -4.62  2.88  0.99  -0.57
C  -0.79  4.15  0.41  3.02
F  -2.75  -4.09  -2.22  -0.16
O  -3.34  1.88  5.72  -0.38
O  4.29  -3.19  -6.60  -0.30
H  3.93  -5.41  1.75  0.27
O  -5.90  2.82  6.78  -0.46
C  2.83  -0.35  1.90  0.09
H  -2.01  6.87  0.97  0.14
H  -2.66  -6.78  5.15  0.26
H  1.01  -6.37  2.42  0.30
H  -3.58  5.10  -0.09  -0.48
H  -0.20  5.49  -2.96  -0.06
C  -1.59  -2.29  0.32  -0.90
O  -2.23  4.92  -4.31  -0.28
H  1.35  0.73  5.78  0.25
H  -3.47  7.75  1.43  0.47
O  -3.44  -5.40  4.06  -0.34
C  3.21  0.96  1.16  -0.18
H  1.75  -4.98  1.31  -0.14
H  -0.04  0.16  -6.21  0.13
H  2.01  -2.84  4.06  0.27
F  -3.46  2.99  -5.72  -0.31
H  6.36  -5.52  -5.17  0.34
F  2.82  -1.89  -1.06  -0.21
C  2.35  -3.45  3.23  0.02
H  4.26  1.21  1.28  0.58
F  -2.15  -4.93  -4.12  -0.28
C  -4.54  -4.23  2.35  0.89
H  4.07  2.29  -2.70  0.29
F  -3.49  1.79  -3.91  -0.25
C  2.17  1.92  1.69  -0.10
O  -1.86  -1.86  -3.02  -0.48
H  -0.19  -1.40  -7.09  0.44
H  2.60  2.54  2.50  0.37
H  -1.99  -0.47  5.44  0.59
H  0.19  1.75  -0.76  -0.41
H  1.88  0.68  -7.22  0.19
H  7.73  -2.81  -4.17  0.31
C  6.05  -4.42  -5.29  -0.52
C  -4.65  3.93  2.08  0.28
H  0.70  4.73  1.71  0.59
C  1.84  -5.58  2.25  0.26
H  -4.77  3.39  0.00  0.18
O  -3.15  3.86  -2.45  -0.52
H  -2.46  9.32  -1.61  0.22
H  -0.83  5.41  2.14  0.25
H  3.01  3.01  -3.88  0.33
O  6.03  -3.84  -4.03  -0.18
C  3.42  -1.08  -6.23  -0.19
H  0.90  1.36  3.35  0.47
C  -0.34  -0.88  -6.15  -0.67
F  1.54  -3.36  -2.11  -0.26
H  2.01  -3.00  2.32  0.00
C  -5.23  3.35  5.59  -0.42
H  -2.48  2.15  3.85  -0.26
H  -5.41  2.13  1.11  0.53
O  -0.38  -2.70  -0.45  -0.41
C  6.41  -4.67  2.81  -0.17
H  5.96  -6.73  4.21  0.36
H  1.86  0.05  -8.87  0.28
C  0.51  -1.73  -0.63  0.21
C  -2.78  2.71  -4.55  1.11
H  4.43  -0.63  -6.49  0.49
H  -1.47  0.01  3.79  -0.68
H  1.70  2.64  1.01  -0.33
H  4.73  -8.08  1.76  0.34
H  -3.58  3.54  6.77  0.35
H  1.47  6.83  -0.96  0.29
H  -3.81  0.78  4.01  0.13
H  -6.80  1.26  7.60  0.35
H  5.43  -4.26  2.93  -0.14
C  -3.90  5.75  0.72  0.06
H  -2.32  -3.03  0.07  0.57
F  -4.95  -3.02  1.98  -0.23
O  3.65  -1.25  2.05  -0.65
H  0.70  3.28  -3.33  0.62
H  2.12  6.64  0.69  0.37
C  -1.08  -5.59  4.10  -0.66
O  0.11  6.32  0.48  -0.35
H  -2.45  -5.11  5.83  0.31
H  -0.75  -2.99  2.26  -0.54
H  -0.18  -6.00  4.58  0.51
O  -3.28  2.31  1.11  0.23
O  0.11  3.84  -0.70  0.38
H  1.77  5.17  -0.22  0.00
C  -2.97  1.30  0.14  -0.50
F  1.65  -1.27  -2.66  -0.12
C  -2.01  -2.61  -3.90  0.28
C  -0.10  2.59  -1.36  0.77
O  2.12  2.44  -2.18  -0.15
C  2.46  0.14  -7.95  -0.68
O  1.60  -0.32  2.39  0.27
H  -1.18  2.45  -1.51  -0.34
H  -0.39  7.33  -2.73  0.31
H  -3.53  0.42  0.39  0.59
H  -2.07  -0.30  -4.82  0.12
H  -0.94  -4.51  3.88  0.06
H  -2.15  -1.95  2.43  0.55
C  -2.34  -5.75  4.96  -0.44
H  4.69  -8.66  3.41  0.37
C  3.12  2.13  -3.19  -0.79
H  -3.16  3.87  5.05  0.36
H  -5.57  2.86  4.68  0.39

Results
E_HOMO, Eh: -0.322
2S+1: 1
Maximum force, eV/A: 4.28
Structure (SMILES): CCOC(=O)C(F)(F)F.CCOC(=O)C(F)(F)F.CCOC(=O)C(F)(F)F.CCOC(=O)C(F)(F)F.COCCOCCOC.COCCOCCOC.COCCOCCOC.COCCOCCOC.COCCOCCOC.O=C1CCCO1
Net charge: 0